82
Properties=species:S:1:pos:R:3:forces:R:3 method="wB97M-V/def2-TZVPD" energy_ev=-113375.523 multiplicity=2 charge=+1 largest_force_ev_per_a=4.8
C -7.99573 15.09458 35.37589 1.10 0.18 -0.32
Cl -8.90698 16.05323 34.22487 -0.67 0.56 0.00
Cl -8.13602 13.41602 34.91907 -0.13 -0.51 0.30
Cl -8.33874 15.42308 37.07453 -0.16 -0.08 -0.44
H -6.96628 15.38165 35.16160 -0.12 -0.13 0.48
C -7.62296 18.51660 31.78865 0.58 -1.13 -0.18
Cl -5.97898 17.94042 31.40679 0.16 0.70 -0.01
Cl -8.66396 17.33751 30.96148 -0.45 0.80 0.29
Cl -7.89526 20.21115 31.32947 0.07 -0.47 0.05
H -7.69045 18.42069 32.87232 -0.49 0.17 -0.26
C -14.32843 25.30055 27.26215 0.39 -0.46 -0.20
O -14.07586 24.13402 28.05169 0.18 0.66 0.02
C -13.73378 24.50605 29.37343 -1.09 -2.98 1.67
C -13.66212 23.11397 30.29035 0.60 1.86 -1.33
N -12.41336 22.95288 31.02466 -1.34 0.59 0.95
C -12.41068 21.60437 31.67495 2.20 1.44 -0.54
C -11.18799 21.58413 32.62969 0.18 -1.38 0.08
O -11.07127 20.32794 33.33650 -0.76 1.31 -1.28
C -12.13002 20.13668 34.26591 0.88 -1.20 0.46
H -13.39705 25.72357 26.88573 0.31 0.11 0.14
H -14.83025 26.07518 27.84199 -0.31 -0.08 -0.08
H -14.88360 25.00061 26.37337 -0.28 0.01 0.27
H -14.61035 24.90151 29.88660 0.05 1.09 -0.43
H -12.87803 25.17892 29.42847 0.20 -0.18 0.14
H -13.78900 22.26221 29.62214 -0.42 -0.05 -0.38
H -14.50443 23.15779 30.98077 0.13 -0.11 0.03
H -11.71279 22.95909 30.29715 0.46 -0.15 0.20
H -12.24400 21.03465 30.76076 -0.07 -1.57 0.73
H -13.29837 21.29062 32.22417 -0.24 0.55 -0.40
H -11.10508 22.35537 33.39547 -0.92 0.47 -0.16
H -10.25393 21.70760 32.08161 -0.02 -0.22 -0.34
H -12.45137 21.02124 34.81579 0.70 0.24 0.28
H -11.60424 19.36245 34.82470 -0.86 0.18 1.13
H -13.07672 19.69968 33.94832 0.10 -0.16 -0.98
C -3.15893 16.98683 32.74957 -0.99 -0.62 1.98
O -2.11399 16.77527 33.70437 -0.81 -0.58 -1.05
C -1.29369 17.89971 33.84346 1.40 -0.56 -0.23
C -0.00113 17.44660 34.59221 -1.26 1.11 -0.98
N 1.21501 18.09753 34.03178 0.44 -1.11 1.90
C 2.24057 18.04013 35.13402 -1.19 2.16 -0.55
C 3.61005 18.47664 34.69110 -0.48 -1.04 1.47
O 4.51019 17.90914 35.72086 -0.09 0.84 -1.31
C 4.35887 18.25107 37.10792 -0.19 -0.09 -0.33
H -2.96828 17.36039 31.74348 0.89 0.06 0.07
H -3.87695 17.64036 33.24499 -0.14 0.50 -0.28
H -3.69973 16.04255 32.68640 0.23 -0.17 -0.26
H -1.79046 18.69649 34.39704 -0.15 0.32 -0.33
H -1.01746 18.13363 32.81531 0.21 0.98 0.07
H -0.13008 16.36435 34.57774 0.93 -0.28 -0.01
H -0.11450 17.78320 35.62272 0.31 -0.11 0.04
H 1.63002 17.61308 33.24873 -0.48 -0.45 -0.33
H 2.38048 17.09946 35.66663 -0.48 -0.23 -0.19
H 1.87215 18.83904 35.77753 -0.07 -0.47 0.80
H 3.69332 19.55081 34.52580 0.25 0.06 0.39
H 3.66132 17.99978 33.71228 1.50 -0.34 0.09
H 3.40210 18.03693 37.58420 -0.41 -0.65 -0.47
H 4.46472 19.30150 37.37902 0.68 0.29 -0.53
H 5.10841 17.62508 37.59209 0.01 0.33 0.10
C -10.19979 20.22493 25.56501 -0.51 -0.59 0.26
O -10.54762 20.38742 26.94067 1.09 1.58 0.35
C -10.08761 21.62324 27.60708 -1.01 -1.82 -0.49
C -8.66346 21.49685 28.24109 -2.37 2.00 -0.70
N -7.67789 21.62300 27.18102 2.36 -1.85 3.78
C -6.25412 21.55472 27.70088 0.45 0.07 -1.44
C -5.16393 21.39165 26.62128 0.03 -0.82 -0.32
O -5.38750 20.24645 25.79265 -0.60 0.65 0.22
C -5.21061 18.96050 26.40477 1.05 0.74 -0.43
H -10.75054 19.35695 25.20253 -0.34 0.15 0.13
H -9.17386 19.88493 25.42372 0.48 0.47 -0.05
H -10.48776 21.08326 24.95802 0.30 0.11 0.02
H -10.91669 21.79284 28.29406 0.59 -0.17 0.81
H -10.17025 22.52481 27.00010 0.42 -0.17 -0.66
H -8.53356 20.60231 28.85020 0.15 -0.69 -0.48
H -8.58378 22.28305 28.99186 0.45 0.36 -0.19
H -7.81498 20.84647 26.54990 -0.06 0.19 -1.49
H -6.24631 20.61261 28.24904 -0.39 -0.59 0.04
H -5.90276 22.21691 28.49218 -0.91 0.86 -0.29
H -4.20419 21.33009 27.13430 0.07 -0.32 0.39
H -5.00396 22.24447 25.96157 -0.66 0.05 -0.07
H -5.86214 18.84750 27.27126 -0.06 -0.45 -0.06
H -4.16021 18.86185 26.67866 0.06 0.05 0.55
H -5.31724 18.20718 25.62422 -0.70 0.13 0.16